A structure of composition C32H33FN8O7Ti at a distorted geometry. Source: the OMol25 dataset; level of theory: wB97M-V/def2-TZVPD.

Results
**HOMO level (spin up / spin down)**: -9.0 / -11.1 eV
**2S+1**: 2
**Total charge**: +1
**ΔE to the lowest compared entry with this formula, charge and spin**: 19.6 kcal/mol

Last column: Löwdin spin population.
Cartesian coordinates (Å):
Ti 0.018 -0.572 -1.377  0.851
O 0.429 -4.323 -1.276  0.009
C -0.047 -3.300 -1.763  0.008
N 0.603 -2.263 -2.358  0.008
C 1.977 -2.304 -2.505  0.004
O 2.680 -3.286 -2.567  0.007
C 2.570 -0.921 -2.623  0.004
C 3.865 -0.743 -3.063  0.000
C 4.346 0.546 -3.211  0.002
C 3.506 1.609 -2.922  0.000
C 2.235 1.344 -2.455  0.005
N 1.778 0.104 -2.280  0.007
C -1.532 -3.045 -1.665  0.002
C -2.441 -4.084 -1.605  0.002
C -3.792 -3.774 -1.591  0.000
C -4.174 -2.441 -1.643  0.003
C -3.193 -1.467 -1.659  0.003
N -1.898 -1.760 -1.644  0.013
H 4.458 -1.617 -3.290  0.000
H 5.356 0.727 -3.557  0.000
H 3.835 2.633 -3.044  0.000
H 1.554 2.148 -2.212  0.000
H -2.082 -5.104 -1.594  0.000
H -4.538 -4.558 -1.554  0.000
H -5.219 -2.159 -1.667  0.000
H -3.448 -0.414 -1.681  0.000
N -1.311 -1.374 1.098  0.003
C -0.365 -2.429 1.507  0.001
C -0.575 -2.908 2.949  0.000
C 0.351 -3.994 3.531  0.000
C 0.410 -5.299 2.721  0.000
N 1.106 -5.242 1.437  0.000
C 2.422 -5.150 1.295  0.000
N 3.227 -5.283 2.361  0.000
N 2.943 -5.037 0.079  0.000
C 1.051 -1.917 1.149  0.000
O 2.005 -2.066 1.897  -0.001
O 1.111 -1.360 -0.019  -0.002
H -1.208 -0.578 1.712  0.000
H -2.260 -1.711 1.199  0.000
H -0.564 -3.269 0.843  0.000
H -1.596 -3.296 3.002  0.000
H -0.527 -2.030 3.600  0.000
H -0.036 -4.261 4.517  0.000
H 1.346 -3.576 3.661  0.000
H -0.606 -5.627 2.503  0.000
H 0.873 -6.083 3.323  0.000
H 0.572 -5.151 0.583  0.000
H 2.836 -5.128 3.274  0.000
H 4.184 -4.991 2.254  0.000
H 2.348 -4.815 -0.710  0.000
H 3.921 -4.834 -0.039  0.000
C -1.516 6.673 -1.933  0.000
C -1.733 6.154 -0.515  0.001
C -0.986 7.012 0.490  0.000
C -1.238 6.513 1.903  0.000
C -0.812 5.072 2.008  0.001
C -0.389 4.545 3.206  0.003
C 0.040 3.225 3.280  0.001
F 0.447 2.750 4.463  0.000
C 0.061 2.412 2.187  0.001
C -0.396 2.916 0.965  0.002
C -0.450 2.036 -0.186  0.016
O -0.037 0.856 -0.088  0.003
C -1.013 2.579 -1.370  0.006
C -1.400 3.892 -1.394  0.006
N -1.291 4.731 -0.363  0.014
C -0.829 4.248 0.866  0.004
C -1.223 1.774 -2.628  0.002
O -1.699 2.291 -3.612  -0.001
O -0.869 0.525 -2.524  0.008
H -1.649 7.755 -1.928  0.000
H -2.227 6.265 -2.652  0.000
H -0.501 6.455 -2.274  0.000
H -2.798 6.192 -0.278  0.000
H -1.310 8.046 0.381  0.000
H 0.086 6.972 0.269  0.000
H -2.303 6.602 2.140  0.000
H -0.696 7.113 2.633  0.000
H -0.380 5.158 4.100  0.000
H 0.429 1.396 2.245  0.000
H -1.824 4.270 -2.312  0.000



A structure of composition C4H32FeO17 at a distorted geometry. Source: the OMol25 dataset; level of theory: wB97M-V/def2-TZVPD.

Results
**HOMO level (spin up / spin down)**: -9.0 / -8.7 eV
**2S+1**: 5
**ΔE to the lowest compared entry with this formula, charge and spin**: 9.3 kcal/mol

Last column: Löwdin spin population.
Cartesian coordinates (Å):
Fe -1.873 0.920 1.676  3.780
C 1.364 -0.060 -0.727  0.002
C 0.184 0.222 0.234  0.005
O -0.732 0.878 -0.252  0.032
O -0.023 -0.342 1.343  0.035
H 2.218 -0.423 -0.155  0.000
H 1.541 0.832 -1.327  0.000
H 1.080 -0.881 -1.385  0.000
C -4.934 3.831 1.507  0.002
C -3.819 2.807 1.596  0.009
O -3.639 2.097 2.606  0.028
O -3.015 2.567 0.644  0.044
H -5.207 4.384 2.406  0.001
H -5.834 3.393 1.075  0.000
H -4.633 4.661 0.869  0.000
O 1.982 -3.059 -0.247  0.000
H 1.398 -3.421 -0.913  0.000
H 2.317 -3.825 0.220  0.000
O 2.718 -0.230 3.004  0.000
H 2.138 -0.589 2.332  0.000
H 2.726 -0.893 3.694  0.000
O 4.529 0.297 -2.004  0.000
H 4.268 0.768 -2.796  0.000
H 4.096 -0.554 -2.077  0.000
O -1.678 -2.997 -0.101  0.000
H -1.021 -3.311 0.520  0.000
H -1.169 -2.665 -0.841  0.000
O 2.220 2.228 2.351  0.001
H 2.567 1.441 2.771  0.000
H 2.415 2.109 1.421  0.000
O -2.572 -0.994 -2.253  0.000
H -3.477 -1.161 -2.519  0.000
H -2.571 -0.080 -1.970  0.000
O -3.072 -0.626 0.714  0.025
H -3.838 -0.993 1.155  0.001
H -2.811 -1.299 0.085  0.001
O 0.305 -3.217 1.859  0.000
H 0.914 -2.797 1.251  0.000
H -0.130 -2.489 2.303  0.000
O 3.808 -2.421 -2.220  0.000
H 3.761 -3.339 -2.485  0.000
H 3.229 -2.360 -1.460  0.000
O -0.946 -3.179 -2.783  0.000
H -1.181 -2.302 -2.480  0.000
H -1.128 -3.166 -3.722  0.000
O 3.616 2.026 -0.169  0.000
H 3.421 2.727 -0.792  0.000
H 4.085 1.370 -0.685  0.000
O -0.678 2.174 -3.437  0.000
H -1.612 2.355 -3.338  0.000
H -0.405 1.846 -2.581  0.000
O -0.566 2.305 2.612  0.029
H 0.380 2.194 2.712  0.001
H -0.715 3.239 2.761  0.002



A structure of composition C37H59N5O2SSi3TeTi. Source: the OMol25 dataset; level of theory: wB97M-V/def2-TZVPD.

Results
**HOMO level (spin up / spin down)**: -3.0 / -4.8 eV
**2S+1**: 4
**Total charge**: -1
**ΔE to the lowest compared entry with this formula, charge and spin**: 8.5 kcal/mol

Last column: Löwdin spin population.
Cartesian coordinates (Å):
Ti 0.396 0.587 -0.118  1.133
N -1.372 -2.324 2.883  0.016
C -0.632 -1.418 2.131  0.034
S -1.480 -0.004 1.564  0.008
N 0.606 -1.734 1.918  0.006
N 1.276 -0.824 1.126  0.192
C 2.581 -0.725 1.339  0.163
C 3.280 0.286 0.649  0.107
C 4.635 0.606 0.899  0.032
C 5.192 1.697 0.294  0.057
C 4.401 2.494 -0.565  0.081
C 3.095 2.126 -0.771  0.020
N 2.533 1.049 -0.209  0.128
H -2.142 -1.899 3.375  0.001
H -0.798 -2.932 3.449  0.001
H 3.065 -1.329 2.098  0.011
H 5.203 -0.012 1.582  -0.001
H 6.227 1.958 0.482  0.002
H 4.804 3.371 -1.054  0.005
H 2.443 2.705 -1.418  0.000
C -1.639 -2.570 -0.538  0.001
O -0.852 -1.494 -1.016  0.008
Si 0.164 -1.653 -2.334  0.000
C 1.426 -2.953 -1.830  0.001
C -0.857 -2.438 -3.717  0.000
C 0.759 0.066 -2.511  -0.001
Si 2.379 0.003 -3.429  0.000
C 2.301 -1.166 -4.931  -0.001
C 3.906 -0.609 -2.502  0.000
C 2.955 1.620 -4.228  0.001
Si -0.474 1.153 -3.377  0.002
C -0.094 3.003 -3.314  0.013
C -2.223 0.918 -2.703  0.001
C -0.672 0.847 -5.243  0.001
H -2.184 -3.041 -1.363  0.000
H -2.350 -2.184 0.189  0.000
H -1.015 -3.319 -0.043  0.000
H 0.886 -3.868 -1.566  0.000
H 1.980 -2.630 -0.948  0.001
H 2.133 -3.208 -2.621  0.000
H -0.996 -3.509 -3.547  0.000
H -0.365 -2.317 -4.683  0.000
H -1.845 -1.975 -3.787  0.000
H 2.120 -2.207 -4.654  0.000
H 3.259 -1.133 -5.459  0.000
H 1.522 -0.870 -5.635  0.000
H 3.706 -1.467 -1.862  0.001
H 4.370 0.166 -1.893  0.000
H 4.641 -0.918 -3.253  0.000
H 2.262 1.989 -4.985  0.000
H 3.907 1.409 -4.726  0.000
H 3.134 2.418 -3.506  0.000
H -0.220 3.402 -2.308  0.009
H -0.800 3.518 -3.973  0.000
H 0.912 3.241 -3.662  0.000
H -2.237 0.786 -1.620  0.001
H -2.695 0.042 -3.155  0.000
H -2.833 1.792 -2.954  0.000
H 0.227 1.108 -5.806  0.000
H -1.485 1.483 -5.611  0.000
H -0.931 -0.187 -5.474  0.000
C 0.228 4.538 0.883  0.024
C 0.039 3.069 0.647  0.077
O 0.639 2.180 1.355  0.116
N -0.708 2.589 -0.294  0.742
Te -4.111 2.455 0.067  0.001
C -5.761 1.524 -0.912  0.000
C -6.818 2.304 -1.407  0.000
C -6.845 3.803 -1.280  0.000
C -7.887 1.677 -2.039  0.000
C -7.931 0.301 -2.214  0.000
C -9.092 -0.362 -2.905  0.000
C -6.868 -0.449 -1.735  0.000
C -5.783 0.132 -1.083  0.000
C -4.695 -0.793 -0.604  0.000
C -5.254 3.328 1.640  0.000
C -5.950 2.520 2.549  0.000
C -5.931 1.018 2.475  0.000
C -6.667 3.125 3.580  0.000
C -6.692 4.500 3.752  0.000
C -7.466 5.134 4.877  0.000
C -5.966 5.280 2.863  0.000
C -5.247 4.721 1.813  0.000
C -4.468 5.639 0.907  0.000
H 0.004 4.768 1.925  0.004
H -0.420 5.116 0.226  0.003
H 1.271 4.796 0.696  0.000
H -5.896 4.234 -1.603  0.000
H -6.999 4.111 -0.244  0.000
H -7.648 4.224 -1.886  0.000
H -8.704 2.286 -2.413  0.000
H -9.827 0.373 -3.232  0.000
H -9.593 -1.067 -2.238  0.000
H -8.759 -0.922 -3.781  0.000
H -6.878 -1.527 -1.864  0.000
H -4.070 -1.110 -1.441  0.000
H -5.134 -1.691 -0.164  0.000
H -4.034 -0.337 0.132  0.000
H -4.912 0.653 2.320  0.000
H -6.534 0.651 1.643  0.000
H -6.323 0.587 3.396  0.000
H -7.208 2.494 4.278  0.000
H -7.966 4.378 5.483  0.000
H -8.226 5.817 4.494  0.000
H -6.807 5.710 5.530  0.000
H -5.958 6.359 2.987  0.000
H -4.771 6.675 1.058  0.000
H -4.606 5.375 -0.141  0.000
H -3.397 5.568 1.112  0.000



A structure of composition C12H9B2NO18Pb3 at a distorted geometry. Source: the OMol25 dataset; level of theory: wB97M-V/def2-TZVPD.

Results
**HOMO level**: -13.3 eV
**Total charge**: +2

Last column: natural (NBO) charge in e.
Cartesian coordinates (Å):
Pb 4.632 1.423 -2.576  1.770
Pb 3.897 -1.842 -0.401  1.709
Pb 2.203 -1.378 -4.155  1.787
O 3.652 5.541 -1.251  -0.566
C 2.757 5.130 -0.460  0.728
O 1.866 5.712 0.138  -0.556
B 0.869 4.839 0.736  1.166
O 1.519 3.495 0.654  -0.602
C 2.548 3.517 -0.239  0.746
O 3.162 2.527 -0.632  -0.788
O -0.450 4.862 0.123  -0.684
C -1.379 5.346 0.956  0.672
O -2.581 5.559 0.774  -0.481
C -0.647 5.649 2.305  0.660
O 0.625 5.329 2.136  -0.655
O -1.220 6.070 3.338  -0.498
O -5.315 -3.731 -1.527  -0.484
C -4.156 -4.006 -1.218  0.654
O -3.116 -4.207 -2.055  -0.667
B -1.883 -4.279 -1.278  1.150
O -2.346 -4.327 0.114  -0.664
C -3.640 -4.110 0.182  0.669
O -4.330 -3.748 1.111  -0.500
O -1.070 -3.091 -1.566  -0.561
C 0.198 -3.517 -1.900  0.741
O 1.038 -2.619 -2.230  -0.812
C 0.181 -5.008 -2.137  0.665
O -1.045 -5.460 -1.686  -0.585
O 1.076 -5.624 -2.678  -0.497
O 3.801 -2.952 -2.765  -1.275
H 4.196 -3.775 -2.419  0.504
O 2.839 -0.243 -2.034  -1.359
H 2.134 0.238 -1.559  0.544
C -1.968 -0.511 1.249  -0.621
C -1.401 -0.236 2.568  -0.369
C -0.034 0.560 2.630  -0.543
C 0.939 -0.147 1.728  0.546
N 1.701 -0.658 0.968  -0.648
H -2.105 0.396 0.659  0.214
H -2.939 -1.005 1.281  0.268
H -1.221 -1.137 0.762  0.183
H -1.102 -1.117 3.135  0.214
H -2.161 0.272 3.162  0.249
H 0.277 0.643 3.672  0.295
H -0.001 1.622 2.386  0.282



A cluster of 29 separate species, C27H80N3O37S in total at a distorted geometry. Source: the OMol25 dataset; level of theory: wB97M-V/def2-TZVPD.

Results
**HOMO level**: -6.2 eV
**Total charge**: -1

Last column: Löwdin charge in e.
Cartesian coordinates (Å):
C 2.907 2.708 2.837  -0.094
C 3.622 1.466 2.290  -0.233
C 2.588 0.364 2.063  -0.202
N 2.283 0.171 0.632  0.044
C 0.914 0.222 0.244  -0.134
C -0.099 -0.657 0.685  -0.081
C 0.198 -1.775 1.662  -0.122
C 0.097 -3.168 1.020  -0.173
C 0.957 -3.331 -0.231  -0.188
S 2.577 -4.024 0.108  0.598
O 2.875 -4.960 -0.928  -0.282
O 2.690 -4.473 1.464  -0.286
O 3.606 -2.815 -0.111  -0.164
C -1.410 -0.515 0.186  -0.037
C -2.523 -1.427 0.607  -0.244
C -3.033 -1.304 1.887  -0.005
C -4.044 -2.158 2.295  -0.030
C -4.475 -3.095 1.367  -0.056
C -3.913 -3.102 0.109  -0.120
N -2.938 -2.295 -0.320  0.151
C -1.698 0.488 -0.737  -0.115
O -2.983 0.670 -1.305  0.071
C -3.199 -0.171 -2.369  -0.406
O -4.272 -0.710 -2.446  0.133
C -2.199 -0.444 -3.436  -0.160
C -1.112 -1.285 -3.187  -0.026
C -0.182 -1.577 -4.162  -0.062
C -0.327 -1.014 -5.431  -0.058
C -1.419 -0.195 -5.693  -0.059
C -2.351 0.095 -4.710  -0.020
C -0.719 1.368 -1.139  -0.003
C 0.553 1.211 -0.655  0.017
C 1.388 2.283 -1.326  -0.334
O 2.560 2.355 -1.487  0.159
N 0.453 3.244 -1.819  0.127
C 0.226 4.351 -0.835  -0.708
O -0.839 4.301 -0.195  0.002
O 1.121 5.186 -0.756  0.012
C -0.768 2.545 -2.066  -0.324
O -1.601 2.851 -2.850  0.173
H 3.651 3.460 3.089  0.060
H 2.399 2.432 3.757  0.045
H 2.168 3.074 2.126  0.078
H 4.230 1.657 1.416  0.079
H 4.296 1.112 3.068  0.074
H 1.686 0.523 2.641  0.091
H 3.016 -0.576 2.441  0.099
H 2.729 -0.647 0.255  0.084
H 1.182 -1.714 2.110  0.098
H -0.521 -1.684 2.460  0.082
H 0.415 -3.872 1.784  0.088
H -0.922 -3.443 0.773  0.105
H 0.468 -4.017 -0.915  0.111
H 1.113 -2.408 -0.788  0.099
H 3.660 -2.320 0.721  0.073
H -2.642 -0.545 2.549  0.113
H -4.476 -2.117 3.281  0.107
H -5.237 -3.812 1.615  0.079
H -4.285 -3.822 -0.608  0.104
H -1.006 -1.723 -2.202  0.100
H 0.651 -2.219 -3.907  0.069
H 0.414 -1.221 -6.189  0.103
H -1.505 0.245 -6.675  0.098
H -3.171 0.747 -4.979  0.124
O -0.503 1.063 3.309  -0.041
H -0.790 1.659 2.605  0.054
H -0.311 1.647 4.051  0.048
O -5.663 1.979 -3.269  -0.038
H -6.129 2.599 -2.699  0.048
H -5.171 1.409 -2.669  0.003
O -7.459 0.000 -4.827  -0.073
H -7.118 0.651 -4.198  -0.003
H -6.666 -0.443 -5.142  0.021
O -5.231 1.958 0.132  -0.038
H -4.992 2.665 0.739  0.052
H -4.387 1.556 -0.115  0.018
O 2.558 3.855 5.815  -0.068
H 2.311 4.725 6.157  0.003
H 3.510 3.813 5.938  0.035
O 5.744 3.210 0.952  -0.058
H 6.639 3.563 0.946  0.031
H 5.334 3.583 0.161  0.034
O -3.221 -2.813 -4.929  -0.040
H -3.925 -3.206 -5.457  0.060
H -3.663 -2.134 -4.402  0.033
O 4.017 5.798 0.084  -0.072
H 4.478 6.082 -0.711  0.028
H 3.081 5.913 -0.146  0.008
O -0.139 -6.239 3.334  -0.054
H 0.600 -5.758 3.719  0.030
H 0.270 -6.804 2.671  0.011
O -3.441 4.330 -4.647  -0.060
H -3.876 5.013 -4.132  0.030
H -3.011 3.767 -3.989  0.000
O 2.335 6.655 5.550  -0.060
H 2.698 7.538 5.433  0.027
H 1.989 6.422 4.680  0.057
O 0.100 -2.544 4.504  -0.043
H -0.490 -1.982 5.014  0.037
H 0.628 -2.984 5.178  0.019
O -1.393 -4.452 -6.367  -0.076
H -1.851 -3.790 -5.824  -0.015
H -0.963 -5.021 -5.723  0.027
O 5.113 7.420 5.015  -0.048
H 5.861 7.977 5.262  0.058
H 5.474 6.801 4.370  0.064
O -2.549 2.629 -7.010  -0.067
H -1.796 2.991 -7.493  0.005
H -3.012 3.409 -6.677  0.013
O 1.212 -1.924 7.211  -0.049
H 0.979 -1.080 7.612  0.037
H 2.139 -2.040 7.439  0.050
O -0.891 3.252 -9.451  -0.056
H -0.103 3.376 -9.986  0.017
H -1.601 3.134 -10.089  0.041
O 0.554 -9.313 2.676  -0.055
H -0.100 -9.128 1.995  0.042
H 0.682 -10.267 2.629  0.033
O 0.748 1.496 -10.784  -0.050
H 0.324 1.263 -11.617  0.043
H 1.602 1.053 -10.821  0.045
O 5.846 -0.659 3.723  -0.051
H 6.598 -0.128 4.002  0.045
H 6.201 -1.219 3.025  0.036
O 0.461 -1.573 10.121  -0.062
H -0.128 -2.121 9.592  0.032
H -0.124 -0.997 10.623  0.036
O -6.229 -5.568 0.462  -0.050
H -6.853 -5.350 -0.238  0.047
H -6.177 -6.529 0.448  0.041
O -1.627 6.522 -2.641  -0.054
H -2.127 7.053 -2.016  0.029
H -1.088 5.958 -2.071  0.005
O 3.203 -10.803 3.515  -0.061
H 3.833 -10.265 3.025  0.039
H 2.569 -10.162 3.858  0.018
O 4.274 9.888 3.838  -0.074
H 3.544 9.952 3.215  0.035
H 4.463 8.939 3.902  -0.012
O 8.024 -2.592 4.285  -0.062
H 7.400 -3.185 3.855  0.035
H 7.469 -2.035 4.840  0.017
O 2.656 -2.799 -3.845  -0.051
H 3.474 -2.503 -3.433  0.046
H 2.934 -3.451 -4.496  0.047
O -7.682 0.261 0.832  -0.072
H -6.919 0.515 0.294  -0.001
H -8.360 0.024 0.191  0.025



A cluster of 2 separate species, C6H7N2O in total at a distorted geometry. Source: the OMol25 dataset; level of theory: wB97M-V/def2-TZVPD.

Results
**HOMO level (spin up / spin down)**: -3.1 / -3.1 eV
**Total charge**: -1
**ΔE to the lowest compared entry with this formula, charge and spin**: 45.8 kcal/mol

Last column: natural (NBO) charge in e.
Cartesian coordinates (Å):
C -0.119 1.913 -0.295  -0.178
C -1.465 1.742 -0.257  -0.312
C 0.756 0.811 -0.238  -0.408
C 0.199 -0.452 -0.169  0.245
C -2.048 0.422 -0.140  0.355
C 1.003 -1.713 -0.147  -0.661
N -3.313 0.241 -0.064  -0.808
N -1.108 -0.572 -0.110  -0.271
O -1.809 -2.541 -0.150  -0.590
H 0.307 2.910 -0.376  0.188
H -2.154 2.569 -0.329  0.204
H 1.828 0.942 -0.264  0.192
H 0.277 -2.521 -0.014  0.287
H 1.729 -1.705 0.666  0.199
H 1.533 -1.849 -1.091  0.204
H -3.506 -0.759 -0.008  0.354